The following is a DFT calculation (ωB97M-V with the def2-TZVPD basis set) of a structure of composition C23H32F6HfN6O7S2Si in a non-equilibrium geometry.

total charge = +2
orbital gap = 8.4 eV
HOMO level = -12.9 eV

```
78
Properties=species:S:1:pos:R:3:mulliken_charge:R:1
Hf 0.7689 -0.1202 -0.5196 2.574
F 4.5913 0.0386 1.8252 -0.153
C 4.9878 0.5818 0.6992 0.642
F 5.7814 -0.2115 0.0257 -0.153
F 5.4942 1.7725 0.8716 -0.158
S 3.4331 0.7644 -0.2934 0.936
O 2.9834 -0.5613 -0.7839 -0.707
O 2.3603 1.2203 0.6187 -0.701
N 3.7884 1.7366 -1.4650 -0.651
S 2.6269 1.7997 -2.5623 1.216
O 2.5766 2.9971 -3.3089 -0.553
O 1.3544 1.3757 -1.8709 -1.126
C 2.9473 0.4483 -3.8345 0.741
F 2.3271 -0.6673 -3.5255 -0.111
F 2.4656 0.9356 -4.9582 -0.203
F 4.2430 0.2579 -3.8940 -0.212
N -0.4331 1.9410 0.3431 -0.266
C -0.1429 1.8500 1.7990 0.306
C -1.0471 2.6380 2.7274 -1.488
C -2.4626 2.0934 2.9156 -0.137
C -2.5614 0.7661 3.6805 -1.368
N -1.6672 0.6764 4.8389 0.139
C -1.9519 1.0575 6.0728 0.860
N -3.1264 1.6222 6.3583 -0.333
N -1.0508 0.8946 7.0454 -0.380
C -0.0798 0.3653 2.1484 0.361
O 0.1914 -0.0088 3.2628 -0.935
O -0.3135 -0.4308 1.1087 -0.720
H -0.1459 2.8397 -0.0256 0.290
H -1.4297 1.8704 0.1942 -0.028
H 0.8596 2.2200 1.9565 0.321
H -1.1117 3.6568 2.3379 0.472
H -0.5444 2.7153 3.6925 0.531
H -2.9561 1.9423 1.9470 0.280
H -3.0426 2.8629 3.4292 0.456
H -2.2992 -0.0702 3.0390 0.126
H -3.5894 0.5880 3.9950 0.601
H -0.7383 0.3387 4.6351 0.245
H -3.8415 1.7125 5.6590 0.178
H -3.3832 1.8308 7.3081 0.204
H -0.1889 0.4083 6.8706 0.189
H -1.2495 1.1584 7.9945 0.194
C 1.7901 -2.6909 1.4165 -0.874
Si 1.4681 -3.3498 -0.3048 0.174
C 3.0859 -3.7567 -1.0943 -0.925
C 0.3905 -4.8346 -0.1669 -1.131
N 0.5847 -2.0181 -1.1176 0.897
C -0.1285 -2.1831 -2.3323 0.283
C -0.0129 -3.2709 -3.1898 -0.300
C -0.7589 -3.3557 -4.3552 -1.231
C -1.6413 -2.3448 -4.6963 -0.790
C -1.7590 -1.2332 -3.8746 -0.916
C -0.9970 -1.1700 -2.7291 1.118
O -1.0317 -0.0333 -1.8205 -0.360
C -1.6831 1.1241 -2.3448 -0.282
C -1.1506 1.8366 -3.3939 0.080
C -1.8357 2.9590 -3.8387 -1.090
C -3.0375 3.3344 -3.2468 -0.680
C -3.5656 2.5775 -2.2098 -0.871
C -2.8826 1.4551 -1.7556 -0.009
H 2.5334 -3.3286 1.9126 0.522
H 0.8818 -2.6971 2.0166 0.197
H 2.2090 -1.6826 1.4666 0.158
H 3.6757 -4.3679 -0.3975 0.406
H 3.6643 -2.8634 -1.3370 0.190
H 2.9612 -4.3395 -2.0162 0.360
H 0.8365 -5.5426 0.5460 0.390
H 0.2761 -5.3601 -1.1209 0.367
H -0.6076 -4.5643 0.1954 0.331
H 0.6871 -4.0640 -2.9388 0.351
H -0.6464 -4.2199 -4.9999 0.444
H -2.2378 -2.4085 -5.5985 0.461
H -2.4427 -0.4336 -4.1346 0.506
H -0.2424 1.5164 -3.8872 0.589
H -1.4271 3.5365 -4.6602 0.479
H -3.5733 4.2024 -3.6126 0.458
H -4.5182 2.8434 -1.7660 0.491
H -3.2885 0.8207 -0.9709 0.726
```


The following is a DFT calculation (ωB97M-V with the def2-TZVPD basis set) of a structure of composition C23H32NO4Se2V in a non-equilibrium geometry.

2S+1 = 3
total charge = +2
orbital gap (alpha / beta) = 7.5 / 7.6 eV
HOMO level (alpha / beta) = -14.5 / -14.8 eV
⟨S²⟩ = 2.023

```
63
Properties=species:S:1:pos:R:3:nbo_charge:R:1
V -0.0438 0.5446 -0.0427 1.172
C -0.0131 -0.2005 3.2951 -0.651
C 0.7090 0.5333 2.2018 -0.069
C 1.8247 -0.0564 1.5666 0.060
C 2.3861 -1.3286 2.1218 -0.656
C 2.3874 0.5777 0.4348 -0.003
C 3.4580 -0.0829 -0.3777 -0.653
C 1.9594 1.8700 0.0487 0.040
C 2.7334 2.5699 -1.0315 -0.673
C 0.9588 2.5323 0.8014 -0.050
C 0.6517 3.9837 0.5616 -0.659
C 0.3329 1.8613 1.8807 -0.030
C -0.5953 2.6056 2.7993 -0.645
H 0.0664 -1.2784 3.1706 0.240
H -1.0710 0.0623 3.3099 0.237
H 0.4090 0.0481 4.2712 0.266
H 1.7985 -2.1970 1.8130 0.245
H 2.3828 -1.2938 3.2101 0.256
H 3.4122 -1.4852 1.8058 0.251
H 4.4217 0.3990 -0.2058 0.263
H 3.2303 0.0030 -1.4431 0.242
H 3.5639 -1.1373 -0.1456 0.240
H 2.6871 2.0366 -1.9856 0.245
H 3.7853 2.6141 -0.7467 0.262
H 2.4081 3.5902 -1.1947 0.242
H 0.7495 4.2687 -0.4836 0.232
H 1.3531 4.5947 1.1353 0.267
H -0.3542 4.2517 0.8793 0.248
H -1.6308 2.5941 2.4430 0.232
H -0.2893 3.6436 2.8969 0.256
H -0.5757 2.1776 3.7975 0.253
O -1.6794 -0.2836 0.3393 -0.696
C -1.9899 -1.4879 0.4717 0.438
C -1.1557 -2.5756 0.1153 -0.262
C -1.6037 -3.8992 0.2415 -0.084
C -0.7806 -4.9307 -0.1333 -0.014
C 0.5063 -4.6984 -0.6391 -0.081
C 0.9519 -3.4130 -0.8115 -0.289
C 0.1456 -2.3124 -0.4362 0.415
O 0.5493 -1.1066 -0.6388 -0.758
N -1.2822 -6.3003 -0.0248 0.533
O -0.4707 -7.1805 -0.1237 -0.334
O -2.4687 -6.4139 0.1464 -0.349
H -2.9942 -1.7217 0.8446 0.198
H -2.5889 -4.1151 0.6289 0.267
H 1.1198 -5.5486 -0.9008 0.277
H 1.9230 -3.2083 -1.2379 0.244
C -0.7679 -0.6803 -3.3780 -0.766
Se 0.2533 0.7367 -2.5419 0.514
C -0.8354 2.2917 -3.0769 -0.566
C -2.1968 2.3029 -2.4148 -0.551
Se -2.0176 2.3671 -0.4501 0.464
C -3.8003 1.7437 -0.0174 -0.756
H -0.9090 -0.4334 -4.4301 0.264
H -1.7261 -0.8342 -2.8839 0.225
H -0.1701 -1.5886 -3.3067 0.258
H -0.9226 2.2758 -4.1682 0.269
H -0.2572 3.1746 -2.7871 0.242
H -2.7859 1.4164 -2.6659 0.231
H -2.7550 3.1949 -2.7183 0.266
H -3.9583 0.7385 -0.3991 0.228
H -4.5173 2.4337 -0.4578 0.262
H -3.9129 1.7551 1.0655 0.251
```


The following is a DFT calculation (ωB97M-V with the def2-TZVPD basis set) of a structure of composition C23H32NOP2PtS in a non-equilibrium geometry.

total charge = +1
orbital gap = 7.3 eV
HOMO level = -10.4 eV

```
61
Properties=species:S:1:pos:R:3:nbo_charge:R:1
Pt 0.4125 0.7122 0.2731 0.494
S -3.9187 -1.2450 0.0471 0.425
C -2.8823 -2.6405 0.0386 -0.256
C -3.2245 -3.9892 0.0296 -0.189
C -2.2002 -4.9168 0.0218 -0.204
C -0.8601 -4.5123 0.0159 -0.218
C -0.5224 -3.1739 0.0236 -0.195
C -1.5446 -2.2259 0.0464 0.165
N -1.3834 -0.8542 0.0749 -0.586
C -2.5127 -0.2202 0.0673 0.121
C -2.5419 1.2442 0.0788 -0.212
C -3.7410 1.9558 0.0849 -0.168
C -3.7175 3.3393 0.0991 -0.222
C -2.5008 4.0062 0.1065 -0.182
C -1.3030 3.2966 0.1125 -0.283
C -1.2968 1.9067 0.0894 -0.207
H -4.2602 -4.3007 0.0309 0.232
H -2.4393 -5.9714 0.0159 0.229
H -0.0813 -5.2630 0.0068 0.225
H 0.5078 -2.8366 0.0020 0.207
H -4.6852 1.4219 0.0899 0.215
H -4.6459 3.8941 0.1110 0.226
H -2.4839 5.0888 0.1178 0.222
H -0.3697 3.8464 0.1317 0.215
C -0.1088 1.5568 3.8458 -0.967
P 0.4767 0.4155 2.5660 1.203
C -0.1808 -1.1848 3.1040 -0.977
C 2.2586 0.2682 2.9823 -0.742
C 3.0136 -0.5059 1.9081 -0.720
P 2.7241 0.2692 0.2802 0.975
C 4.0259 1.5396 0.2528 -0.949
C 3.4215 -0.9937 -0.8447 -0.948
H 0.1649 1.1649 4.8257 0.248
H -1.1926 1.6514 3.7797 0.261
H 0.3367 2.5395 3.7004 0.259
H 0.1449 -1.3749 4.1265 0.249
H 0.1594 -1.9829 2.4463 0.258
H -1.2706 -1.1550 3.0689 0.259
H 2.3593 -0.2271 3.9510 0.245
H 2.6486 1.2843 3.0806 0.241
H 2.6549 -1.5368 1.8497 0.237
H 4.0824 -0.5381 2.1331 0.242
H 4.9921 1.0671 0.4292 0.243
H 3.8393 2.2921 1.0182 0.250
H 4.0424 2.0356 -0.7179 0.251
H 4.2623 -1.4974 -0.3660 0.242
H 3.7700 -0.5162 -1.7606 0.243
H 2.6585 -1.7245 -1.1065 0.250
C 0.6071 1.3137 -4.3093 -0.434
C -0.2741 0.0593 -4.3223 -0.426
C -0.7099 -0.0198 -2.8720 -0.066
O 0.4779 0.3257 -2.1379 -0.568
C 1.2534 1.2637 -2.9213 -0.070
H -0.0076 2.2078 -4.4104 0.217
H 1.3546 1.3158 -5.0994 0.231
H 0.3225 -0.8180 -4.5773 0.211
H -1.1171 0.1313 -5.0057 0.235
H -1.0269 -1.0100 -2.5542 0.205
H -1.5025 0.7051 -2.6611 0.184
H 2.2735 0.8774 -2.9647 0.180
H 1.2611 2.2384 -2.4327 0.194
```


The following is a DFT calculation (ωB97M-V with the def2-TZVPD basis set) of a structure of composition C23H32NPt in a non-equilibrium geometry.

2S+1 = 5
total charge = +1
orbital gap (alpha / beta) = 7.4 / 6.0 eV
HOMO level (alpha / beta) = -10.0 / -10.9 eV
⟨S²⟩ = 6.062

```
57
Properties=species:S:1:pos:R:3:nbo_charge:R:1
C 1.6823 -0.9947 1.6749 0.105
C 0.8471 0.0299 2.1366 0.029
C 0.9367 1.1474 1.2879 0.011
C 1.8612 0.8445 0.2065 -0.027
C 2.3624 -0.5425 0.4616 -0.211
Pt 0.9864 -0.6297 -1.1271 0.818
C -1.2017 0.7348 -3.2721 0.091
C -0.7244 -0.4984 -2.7511 -0.273
H -1.3388 -1.3603 -2.4239 0.237
C 0.6454 -0.8138 -3.1571 -0.563
H 1.0672 0.0023 -3.7659 0.231
H 0.8539 -1.8396 -3.4959 0.237
C -2.7033 0.8093 -3.4304 -0.691
H -3.3375 -0.0130 -3.0321 0.233
H -3.2282 1.7322 -3.1082 0.225
H -2.7843 0.7640 -4.5221 0.246
C -0.5781 1.9789 -2.6333 -0.694
H 0.0436 1.8783 -1.7055 0.216
H 0.1156 2.3205 -3.4109 0.239
H -1.2402 2.8375 -2.3839 0.234
C 0.0785 -0.0423 3.4077 -0.669
H -0.3825 -1.0302 3.5273 0.221
H 0.7279 0.1260 4.2820 0.234
H -0.7205 0.7021 3.4369 0.237
C 0.3001 2.4577 1.5307 -0.668
H -0.7573 2.3350 1.7941 0.247
H 0.7827 3.0075 2.3563 0.242
H 0.3449 3.0906 0.6362 0.220
C 2.6771 1.8686 -0.5032 -0.659
H 2.0630 2.7396 -0.7626 0.230
H 3.5111 2.2231 0.1209 0.251
H 3.0848 1.4503 -1.4303 0.234
C 3.7115 -1.0145 0.0531 -0.633
H 3.9591 -0.6213 -0.9365 0.228
H 4.4791 -0.6954 0.7703 0.229
H 3.7308 -2.1097 0.0016 0.218
C 1.9827 -2.2596 2.3712 -0.672
H 2.2683 -3.0470 1.6613 0.213
H 2.8082 -2.1476 3.0941 0.251
H 1.1108 -2.6144 2.9373 0.234
C -2.4430 -0.1166 1.2177 0.166
C -2.4517 0.8056 0.0896 -0.363
C -3.1569 0.2158 2.3705 -0.339
C -3.0394 2.0717 0.1945 -0.206
H -2.1660 0.9557 -0.9778 0.251
C -3.7475 1.5313 2.4549 -0.202
H -3.2464 -0.5602 3.1450 0.240
C -3.6598 2.4238 1.3685 -0.222
H -2.9854 2.7133 -0.6877 0.210
H -4.2582 1.8907 3.3757 0.237
H -4.0660 3.4411 1.3923 0.227
C 0.8643 -5.1933 -0.5983 -0.729
C 0.8984 -3.7319 -0.7018 0.465
N 0.8614 -2.5899 -0.8267 -0.454
H 1.2673 -5.4950 0.3753 0.276
H 1.4743 -5.6294 -1.3972 0.280
H -0.1712 -5.5383 -0.6906 0.281
```


The following is a DFT calculation (ωB97M-V with the def2-TZVPD basis set) of a structure of composition C23H33BeBrCaILiN3NaO6S in a non-equilibrium geometry.

total charge = +2
orbital gap = 1.2 eV
HOMO level = -10.2 eV

```
72
Properties=species:S:1:pos:R:3:mulliken_charge:R:1
C -1.6825 -1.2508 3.7577 -1.045
C -0.6472 -0.4888 2.6876 0.574
C -0.7480 -1.1583 1.1947 -0.277
C 0.6903 -1.4906 0.4814 -0.039
O 1.8248 -0.6820 0.9525 -0.462
C 1.7798 0.6995 0.4515 0.576
C 1.1485 1.2107 -0.9717 -0.288
C 1.1430 2.8201 -1.3530 0.855
C 0.4209 3.2022 -2.8117 -0.511
C -1.2276 3.2521 -2.5349 0.334
O -2.1042 3.5917 -3.5001 -0.569
N -1.6865 2.8518 -1.1502 0.550
C -2.0305 4.0374 -0.2756 -0.770
C -2.7703 1.7967 -1.1684 -1.147
C 1.7393 4.0252 -0.4142 -0.449
N 1.7264 5.5263 -0.6986 -0.422
S 2.5115 6.0993 0.7909 0.187
N 2.8845 4.7099 1.8014 -0.506
C 2.3858 3.4965 1.0135 0.595
C 2.4197 1.8813 1.4454 -1.086
I 3.3330 1.3985 3.4025 0.195
H -2.7675 -0.7696 3.7469 0.283
H -1.7388 -2.4015 3.4946 0.376
H -1.2466 -1.1805 4.8485 0.139
H -1.0518 0.6200 2.5908 0.025
H 0.4195 -0.5465 3.1653 0.117
H -1.4541 -0.5580 0.4423 -0.137
H -1.2976 -2.2081 1.3395 0.422
H 0.9489 -2.6196 0.7722 0.508
H 0.5277 -1.4931 -0.6789 -0.329
H 0.6833 0.4283 -1.7379 0.014
H 0.7156 2.4680 -3.6740 0.349
H 0.7630 4.2841 -3.0970 -0.037
H -1.1334 4.1415 0.5047 0.083
H -2.0252 5.0695 -0.8720 0.294
H -2.9997 3.8809 0.3613 0.366
H -2.8155 1.3055 -0.0848 0.256
H -2.3908 0.9254 -1.8851 0.418
H -3.8348 2.1977 -1.4458 0.402
Na 0.4255 -3.2751 -1.3357 0.961
Br -3.8061 1.9620 -3.3001 -0.247
O -1.8415 -3.1312 6.1575 -0.711
H -1.5886 -2.5640 6.8628 0.233
C -1.9250 2.0064 -6.9615 -0.829
C -1.3026 0.6369 -7.0134 0.849
O -0.3265 0.3523 -6.3212 -0.593
C -1.9204 -0.3712 -7.9451 -1.079
H -1.3752 2.6280 -6.2469 0.116
H -1.8720 2.4762 -7.9469 0.366
H -2.9641 1.9300 -6.6316 0.251
H -1.8673 -0.0075 -8.9742 0.325
H -2.9593 -0.5536 -7.6589 0.308
H -1.3675 -1.3143 -7.8776 0.296
Li 3.9162 3.3329 -1.2728 0.961
O -4.1737 -4.6595 7.9051 -0.336
H -3.5086 -4.1974 7.4283 0.367
Ca 0.9520 2.7194 4.2739 1.089
O 1.4681 5.2449 -4.9956 -0.690
H 0.6103 5.3390 -4.6233 0.330
Be -2.0108 0.5547 5.0618 0.196
C 3.6772 -5.2769 2.1806 -0.592
C 3.8615 -6.5791 2.6443 -0.351
C 3.2740 -6.9831 3.8428 -0.456
C 2.4931 -6.0869 4.5732 -0.406
C 2.3058 -4.7858 4.1075 -0.602
C 2.9010 -4.3790 2.9137 -0.133
H 4.1381 -4.9614 1.2482 0.384
H 4.4643 -7.2795 2.0716 0.372
H 3.4233 -7.9958 4.2073 0.376
H 2.0312 -6.4030 5.5048 0.388
H 1.6959 -4.0879 4.6760 0.386
H 2.7593 -3.3637 2.5540 0.631
```


The following is a DFT calculation (ωB97M-V with the def2-TZVPD basis set) of a structure of composition C23H33BrN7OPtS2.

total charge = +1
orbital gap = 5.5 eV
HOMO level = -9.1 eV

```
68
Properties=species:S:1:pos:R:3:nbo_charge:R:1
Pt -0.4393 0.7154 0.1204 0.844
Br 2.5859 -3.5960 5.1721 0.101
C 1.7885 -2.1709 4.2308 -0.078
C 0.9596 -2.4370 3.1542 -0.197
C 0.3847 -1.3892 2.4528 -0.243
C 0.6336 -0.0798 2.8449 0.158
C 1.4975 0.1801 3.9070 -0.248
C 2.0702 -0.8672 4.6053 -0.226
N 0.0423 1.0143 2.1066 -0.439
C -0.2583 2.0698 2.7615 0.167
C -0.8192 3.3179 2.2450 0.078
C -1.1011 4.3154 3.1735 -0.191
C -1.6427 5.5094 2.7223 -0.160
C -1.8775 5.6570 1.3698 -0.214
C -1.5577 4.6025 0.5189 0.054
N -1.0411 3.4578 0.9390 -0.409
H 0.7806 -3.4520 2.8345 0.262
H -0.2158 -1.6219 1.5770 0.271
H 1.7772 1.1936 4.1632 0.217
H 2.7520 -0.6714 5.4211 0.239
H -0.1090 2.0564 3.8379 0.199
H -0.8992 4.1585 4.2252 0.229
H -1.8745 6.3053 3.4170 0.237
H -2.2995 6.5685 0.9702 0.238
H -1.7293 4.6880 -0.5479 0.205
C -1.0906 -0.9148 -4.2336 -0.430
N -2.2454 -0.9405 -3.3421 -0.396
C -3.2607 -1.9647 -3.5895 -0.434
C -2.0859 -0.4257 -2.1078 0.710
N -1.0444 0.2826 -1.7669 -0.783
N -3.1739 -0.5508 -1.2691 -0.605
C -3.2016 -0.5291 0.0990 0.680
N -4.3031 -1.1239 0.6266 -0.790
N -2.3062 0.0703 0.8081 -0.800
H -1.3865 -1.3277 -5.1922 0.232
H -0.2745 -1.5214 -3.8275 0.232
H -0.7643 0.1121 -4.4132 0.203
H -3.1416 -2.3297 -4.6039 0.237
H -4.2722 -1.5559 -3.5211 0.195
H -3.1227 -2.8051 -2.9018 0.241
H -0.3239 0.2622 -2.4725 0.396
H -3.9704 -1.0069 -1.6797 0.422
H -4.6652 -1.9368 0.1530 0.411
H -4.3592 -1.1739 1.6304 0.409
H -2.4238 -0.0820 1.8016 0.389
C 2.3705 -0.1539 -1.8621 -0.601
C 2.5949 0.7923 -0.5968 -0.182
C 3.6371 1.8532 -0.9376 -0.605
C 3.0095 -0.1000 0.5614 -0.617
C 1.2262 1.2802 -0.6219 0.065
H 3.3628 -0.5485 -2.0820 0.262
H 2.0319 0.3826 -2.7525 0.208
H 1.6892 -0.9711 -1.6318 0.259
H 4.5994 1.3710 -1.1106 0.231
H 3.7526 2.5537 -0.1097 0.222
H 3.3670 2.4156 -1.8328 0.213
H 3.9707 -0.5635 0.3369 0.228
H 2.2930 -0.9070 0.7180 0.249
H 3.1177 0.4790 1.4803 0.211
H 1.1303 2.0635 -1.3860 0.162
C 1.8132 -4.0359 -2.9781 -0.263
O 0.5816 -3.5359 -2.4466 -0.553
C 0.4661 -3.3905 -1.0955 0.007
S 1.7586 -3.6411 -0.0885 -0.257
S -1.0987 -2.9228 -0.6220 -0.433
H 1.6571 -4.0987 -4.0530 0.188
H 2.0374 -5.0180 -2.5659 0.207
H 2.6406 -3.3671 -2.7439 0.187
```


Q: What is the total charge in the fifth record?
A: +2